No. 1
Below is a structure of composition C31H38ClN9ORe, with properties calculated with the ωB97M-V functional and the def2-TZVPD basis.

Computed properties:
ΔE to the lowest compared entry with this formula, charge and spin: 0.0000 eV
<S²>: 3.805
Electronic energy: -62858.3745 eV
HOMO (spin up / spin down): -12.1 / -13.2 eV

ORCA input file:
```
! RIJCOSX wB97M-V def2-TZVPD def2/J DEFGRID3
* xyz 2 4
Re -1.134 0.632 0.957
C 1.111 0.922 -3.008
N 0.934 2.141 -2.220
C 1.559 3.324 -2.809
C 0.151 2.209 -1.146
N -0.850 1.306 -0.925
C -1.627 0.862 -2.042
C -2.031 1.780 -2.971
C -2.611 1.362 -4.187
C -2.729 0.032 -4.455
C -2.354 -0.942 -3.494
C -2.435 -2.326 -3.796
C -2.038 -3.256 -2.884
C -1.646 -2.849 -1.591
C -1.630 -1.522 -1.245
N -1.442 -1.167 0.130
C -1.911 -2.068 1.071
N -3.157 -2.530 1.020
C -4.193 -1.862 0.233
C -3.514 -3.869 1.496
N -1.096 -2.386 2.082
C 0.362 -2.379 1.941
C -1.590 -2.731 3.416
C -1.873 -0.526 -2.230
N 0.345 3.174 -0.223
C -0.766 3.840 0.448
C 1.679 3.648 0.135
H 0.526 0.979 -3.927
H 0.809 0.048 -2.444
H 2.169 0.829 -3.251
H 1.361 3.306 -3.880
H 2.638 3.318 -2.652
H 1.129 4.228 -2.390
H -1.858 2.835 -2.793
H -2.923 2.101 -4.912
H -3.118 -0.306 -5.407
H -2.792 -2.625 -4.773
H -2.053 -4.309 -3.127
H -1.396 -3.604 -0.855
H -3.975 -0.801 0.141
H -5.138 -1.982 0.758
H -4.270 -2.306 -0.760
H -2.617 -4.438 1.721
H -4.052 -4.372 0.693
H -4.156 -3.823 2.375
H 0.641 -2.316 0.894
H 0.746 -3.307 2.364
H 0.798 -1.538 2.483
H -1.504 -3.798 3.617
H -2.625 -2.418 3.522
H -0.981 -2.193 4.142
H -1.713 3.525 0.014
H -0.667 4.918 0.312
H -0.761 3.643 1.524
H 2.426 2.957 -0.247
H 1.745 3.669 1.224
H 1.871 4.652 -0.243
Cl 3.314 -2.066 -2.131
C 4.314 -1.407 -0.866
C 5.645 -1.758 -0.833
C 6.464 -1.257 0.174
C 5.941 -0.407 1.148
C 4.610 -0.062 1.109
C 3.739 -0.544 0.099
C 2.389 -0.170 0.076
H 6.042 -2.421 -1.588
H 7.509 -1.533 0.198
H 6.581 -0.022 1.930
H 4.197 0.600 1.862
H 1.730 -0.535 -0.694
H 1.990 0.460 0.860
N 1.563 2.087 4.017
C 0.384 1.770 3.496
O 0.350 1.285 2.300
C -0.809 1.957 4.260
C -0.794 2.428 5.597
N -0.669 2.789 6.681
C -1.881 1.565 3.505
N -2.421 1.171 2.541
H 1.636 2.462 4.951
H 2.401 1.915 3.487
*
```

=====

No. 2
Below is a cluster of 2 separate species, C31H38N5O in total in a non-equilibrium geometry, with properties calculated with the ωB97M-V functional and the def2-TZVPD basis.

Computed properties:
ΔE to the lowest compared entry with this formula, charge and spin: 0.0000 eV
Electronic energy: -42254.1655 eV
HOMO: -11.1 eV

ORCA input file:
```
! RIJCOSX wB97M-V def2-TZVPD def2/J DEFGRID3
* xyz 1 1
C -2.324 4.668 2.140
N -2.053 3.259 2.308
C -3.053 2.373 2.591
O -4.235 2.673 2.771
C -2.446 0.993 2.639
C -2.982 0.046 1.562
C -4.461 -0.211 1.696
C -5.330 0.091 0.641
C -6.708 -0.014 0.839
C -7.215 -0.493 2.052
C -6.329 -0.892 3.064
C -4.950 -0.755 2.883
N -1.011 1.267 2.502
C -0.140 0.241 2.545
C 1.228 0.399 2.449
C 2.178 -0.621 2.552
C 3.590 -0.347 2.401
C 4.603 -1.338 2.504
C 5.940 -1.016 2.319
C 6.333 0.307 2.048
C 7.710 0.681 1.866
N 8.824 1.017 1.715
C 5.361 1.298 1.954
C 4.028 0.977 2.122
C -0.708 2.701 2.258
C -0.061 2.978 0.893
C 0.178 3.360 3.324
H -3.404 4.817 2.211
H -1.823 5.256 2.922
H -1.970 5.002 1.155
H -2.637 0.547 3.624
H -2.757 0.483 0.579
H -2.431 -0.907 1.625
H -4.912 0.451 -0.301
H -7.386 0.305 0.047
H -8.292 -0.594 2.199
H -6.707 -1.285 4.005
H -4.244 -1.039 3.671
H -0.578 -0.756 2.688
H 1.540 1.428 2.279
H 1.858 -1.650 2.759
H 4.284 -2.360 2.742
H 6.720 -1.773 2.379
H 5.653 2.328 1.747
H 3.312 1.785 2.027
H -0.734 2.688 0.077
H 0.148 4.052 0.824
H 0.881 2.434 0.774
H -0.324 3.368 4.297
H 1.138 2.850 3.439
H 0.377 4.392 3.013
C 3.440 -3.992 5.725
C 2.401 -5.028 5.323
C 2.910 -6.424 5.657
C 1.056 -4.822 6.025
N 2.254 -4.977 3.872
C 2.707 -4.004 3.063
N 2.621 -4.550 1.823
C 3.176 -4.016 0.605
C 2.007 -5.791 1.852
C 1.750 -6.051 3.150
H 3.214 -2.994 5.329
H 3.497 -3.935 6.823
H 4.424 -4.306 5.351
H 2.194 -7.192 5.353
H 3.862 -6.587 5.138
H 3.073 -6.531 6.736
H 0.352 -5.635 5.798
H 1.227 -4.837 7.113
H 0.583 -3.864 5.778
H 3.838 -3.198 0.885
H 3.714 -4.806 0.059
H 2.384 -3.645 -0.055
H 1.837 -6.395 0.981
H 1.308 -6.941 3.569
*
```